1.
Formula: C13H26Cl4N2O5
Source: OMol25
Level of theory: ωB97M-V with the def2-TZVPD basis set

```
50
Properties=species:S:1:pos:R:3:lowdin_charge:R:1
O -1.920 -2.575 -6.151 0.138
C -2.911 -3.283 -6.090 -0.547
O -3.570 -3.576 -4.939 0.070
C -4.366 -4.706 -5.107 -0.138
C -4.318 -4.873 -6.610 -0.163
O -3.283 -4.098 -7.043 0.108
H -3.878 -5.570 -4.658 0.129
H -5.353 -4.634 -4.650 0.135
H -5.292 -4.602 -7.018 0.133
H -4.146 -5.923 -6.847 0.136
C 4.696 -7.109 2.681 -0.052
N 3.259 -6.901 2.628 0.000
C 2.701 -5.887 2.041 -0.605
C 1.166 -5.851 1.945 0.005
O 3.412 -5.006 1.610 0.036
H 5.219 -6.542 1.911 0.090
H 4.972 -8.141 2.461 0.075
H 5.059 -6.941 3.695 0.084
H 2.573 -7.408 3.169 0.137
H 0.695 -6.257 2.841 0.068
H 0.830 -6.486 1.125 0.080
H 0.827 -4.821 1.836 0.081
C 4.962 1.437 -3.454 -0.070
N 6.212 1.304 -2.655 0.008
C 6.475 1.996 -1.531 -0.576
C 5.386 2.716 -0.797 -0.003
O 7.648 2.052 -1.164 0.015
H 5.135 0.775 -4.302 0.079
H 4.694 2.439 -3.789 0.081
H 4.135 0.931 -2.955 0.077
H 7.016 0.783 -2.976 0.138
H 4.985 3.416 -1.530 0.080
H 5.702 3.146 0.154 0.090
H 4.598 1.989 -0.601 0.082
Cl -4.148 11.987 6.402 0.592
C -4.333 10.290 6.638 -0.714
C -5.807 9.898 6.839 -0.664
Cl -6.061 8.233 7.460 0.524
H -3.723 10.135 7.528 0.060
H -3.950 9.726 5.787 0.075
H -6.325 10.008 5.886 0.067
H -6.357 10.557 7.511 0.059
Cl -3.370 3.946 1.276 0.514
C -2.780 2.859 -0.022 -0.641
C -2.682 1.442 0.527 -0.680
Cl -4.197 0.795 1.212 0.529
H -1.846 3.229 -0.444 0.075
H -3.519 2.934 -0.819 0.065
H -1.893 1.354 1.274 0.068
H -2.327 0.814 -0.290 0.072
```

The HOMO energy is -0.3392 Eh. For the maximum force, the calculation gives 0.0835 hartree/bohr. As for the SMILES: O=C1OCCO1.CNC(C)=O.CNC(C)=O.ClCCCl.ClCCCl. The calculation puts the total energy at -77209.7998 eV. As for the energy above the lowest of the compared OMol25 structures with the same formula, charge and spin: 183.3 kJ/mol.

---

2.
Formula: C13H26CuNO3P2
Source: OMol25
Level of theory: ωB97M-V with the def2-TZVPD basis set

```
46
Properties=species:S:1:pos:R:3:lowdin_charge:R:1
Cu 0.009 0.033 0.765 0.102
P 1.998 -0.865 0.974 0.835
C 2.404 -1.317 -0.760 -0.254
C 1.117 -1.614 -1.491 -0.299
N -0.026 -1.083 -1.019 0.035
C -1.212 -1.329 -1.609 -0.294
C -1.284 -2.124 -2.753 -0.002
C -0.109 -2.654 -3.274 -0.024
C 1.102 -2.404 -2.640 -0.003
C -2.453 -0.727 -0.995 -0.241
P -1.945 0.690 0.062 0.833
H 2.041 -2.835 -2.981 0.124
H -2.255 -2.279 -3.219 0.125
H -0.141 -3.275 -4.166 0.121
H -3.143 -0.376 -1.774 0.104
H -2.981 -1.456 -0.360 0.111
H 2.933 -0.451 -1.207 0.116
H 3.066 -2.194 -0.764 0.103
H 1.759 4.079 -1.606 0.041
O 2.367 3.508 -2.128 -0.090
H 2.460 4.003 -2.963 0.045
H -1.252 4.879 0.573 0.036
O -1.002 5.516 -0.132 -0.079
H -1.421 6.345 0.153 0.047
C -2.121 2.042 -1.141 -0.232
H -3.121 1.968 -1.591 0.058
H -2.005 3.008 -0.631 0.030
H -1.355 1.955 -1.921 0.060
C -3.443 0.875 1.056 -0.239
H -3.331 1.807 1.625 0.055
H -4.310 0.939 0.383 0.064
H -3.548 0.021 1.737 0.049
C 2.130 -2.503 1.768 -0.221
H 3.084 -2.950 1.451 0.059
H 2.122 -2.364 2.858 0.051
H 1.295 -3.154 1.476 0.062
C 3.584 -0.136 1.447 -0.248
H 3.544 0.082 2.521 0.052
H 4.383 -0.862 1.231 0.061
H 3.737 0.784 0.869 0.057
C -0.189 -0.328 3.648 -0.061
C -0.731 -0.853 2.366 -0.481
O -1.516 -1.759 2.222 0.055
H 0.535 0.485 3.482 0.071
H 0.261 -1.160 4.212 0.098
H -1.040 0.033 4.246 0.101
```

The total charge is +1. The HOMO energy (spin up / spin down) is -0.3706 / -0.4231 Eh. For the maximum force, the calculation gives 0.0315 hartree/bohr. As for the spin multiplicity: 2. The calculation puts the total energy at -84747.4550 eV. As for the energy above the lowest of the compared OMol25 structures with the same formula, charge and spin: 0.0 kJ/mol.

---

3.
Formula: C13H26F12N2O14S4Ti
Source: OMol25
Level of theory: ωB97M-V with the def2-TZVPD basis set

```
72
Properties=species:S:1:pos:R:3:lowdin_charge:R:1
Ti -1.205 -0.483 -0.994 0.571
C 3.822 1.738 -4.175 -0.044
C 2.581 2.072 -3.375 -0.244
C 1.465 0.991 -3.678 -0.123
O 0.383 1.213 -2.767 -0.235
C -0.730 1.934 -3.250 -0.107
N 2.864 2.044 -1.843 0.231
H 2.013 2.058 -1.300 0.091
H 3.345 1.173 -1.668 0.077
H 3.453 2.795 -1.511 0.165
H 4.163 0.721 -3.979 0.091
H 4.682 2.396 -4.045 0.085
H 3.544 1.789 -5.228 0.092
H 2.236 3.104 -3.435 0.147
H 1.844 0.001 -3.428 0.122
H 1.094 0.908 -4.700 0.138
H -0.442 2.922 -3.609 0.100
H -1.476 2.050 -2.463 0.051
H -1.122 1.426 -4.131 0.084
C 0.078 -2.431 3.946 0.036
N -0.148 -0.937 3.776 -0.280
C 0.526 -0.379 2.473 0.042
C -1.634 -0.697 3.540 0.005
C 0.220 -0.109 5.019 -0.101
C 1.700 -0.051 5.273 -0.243
O 2.157 0.952 4.415 -0.039
H 1.127 -2.677 3.779 0.107
H -0.497 -2.982 3.202 0.086
H -0.239 -2.715 4.950 0.106
H 0.328 0.687 2.583 0.073
H 0.008 -0.664 1.557 0.073
H 1.590 -0.608 2.529 0.089
H -1.961 -1.445 2.818 0.085
H -2.007 0.271 3.206 0.103
H -2.169 -0.908 4.466 0.104
H -0.256 -0.639 5.844 0.127
H -0.222 0.886 4.963 0.134
H 2.141 -1.008 4.993 0.118
H 2.003 0.076 6.313 0.134
H 2.552 1.519 5.081 0.098
C -1.552 -4.388 0.581 -0.582
F -0.241 -4.162 0.458 0.124
F -1.882 -5.594 0.078 0.128
F -1.959 -4.263 1.873 0.096
S -2.472 -3.015 -0.461 0.479
O -3.805 -3.586 -0.566 -0.302
O -2.517 -1.853 0.396 -0.369
O -1.791 -2.754 -1.704 -0.325
C -1.082 3.348 2.091 -0.648
F -2.301 3.783 2.099 0.176
F -0.186 4.322 2.376 0.128
F -1.004 2.402 3.030 0.101
S -0.762 2.587 0.356 0.574
O -1.486 3.507 -0.573 -0.321
O 0.667 2.623 0.082 -0.331
O -1.197 1.187 0.430 -0.404
C -4.353 1.777 -3.719 -0.614
F -5.638 1.937 -4.110 0.134
F -3.509 1.824 -4.729 0.169
F -4.080 2.666 -2.783 0.175
S -4.209 0.012 -2.890 0.606
O -4.188 -1.026 -3.882 -0.101
O -2.969 0.086 -2.155 -0.273
O -5.385 -0.142 -2.002 -0.070
C 2.621 -3.060 -1.708 -0.576
F 3.082 -4.055 -0.948 0.126
F 3.521 -2.825 -2.633 0.138
F 1.388 -3.452 -2.250 0.080
S 2.421 -1.435 -0.626 0.565
O 2.660 -1.842 0.752 -0.316
O 3.401 -0.517 -1.157 -0.328
O 0.997 -1.085 -0.856 -0.393
```

The HOMO energy (spin up / spin down) is -0.1262 / -0.3420 Eh. For the maximum force, the calculation gives 0.0757 hartree/bohr. As for the spin multiplicity: 5. The calculation puts the total energy at -144607.7715 eV. As for the energy above the lowest of the compared OMol25 structures with the same formula, charge and spin: 0.0 kJ/mol.

---

4.
Formula: C13H26F3N3O8PS
Source: OMol25
Level of theory: ωB97M-V with the def2-TZVPD basis set

```
55
Properties=species:S:1:pos:R:3:lowdin_charge:R:1
C 1.064 -2.384 0.961 -0.013
C 0.187 -1.321 0.236 -0.453
C 0.441 -1.563 -1.254 -0.018
C -1.244 -1.634 0.662 -0.121
C -2.270 -0.529 0.429 -0.423
C -2.805 -0.518 -1.001 -0.128
O -3.758 0.561 -1.099 0.036
C -4.466 0.630 -2.232 -0.802
F -4.351 1.836 -2.740 0.192
F -5.740 0.444 -1.992 0.200
F -4.102 -0.224 -3.157 0.197
P -3.738 -0.808 1.538 0.257
O -4.670 0.497 1.556 -0.180
O -4.607 -1.972 0.899 -0.167
S -3.248 -1.207 3.377 0.321
C -1.682 0.828 0.891 -0.119
C -0.254 1.119 0.441 -0.445
C 0.230 2.291 1.323 -0.027
C -0.255 1.651 -1.027 0.017
N 0.678 0.007 0.683 -0.109
O 1.847 0.260 0.243 -0.009
H 1.202 -2.046 1.983 0.086
H 2.046 -2.472 0.520 0.074
H 0.511 -3.316 0.993 0.089
H 1.495 -1.600 -1.474 0.080
H 0.056 -2.560 -1.455 0.097
H -0.111 -0.894 -1.899 0.060
H -1.538 -2.527 0.117 0.132
H -1.216 -1.928 1.704 0.078
H -2.033 -0.345 -1.738 0.116
H -3.285 -1.475 -1.164 0.132
H -4.272 1.052 2.246 0.067
H -4.639 -2.709 1.527 0.077
H -2.329 1.638 0.586 0.125
H -1.670 0.791 1.981 0.099
H 1.081 2.797 0.894 0.077
H -0.587 2.963 1.557 0.088
H 0.538 1.855 2.271 0.089
H 0.024 2.696 -1.025 0.083
H 0.447 1.151 -1.680 0.057
H -1.265 1.632 -1.412 0.074
C 3.975 1.180 -2.699 0.052
N 2.746 1.264 -3.536 -0.443
O 2.551 2.288 -4.161 0.070
O 2.017 0.291 -3.524 0.049
H 4.526 2.108 -2.800 0.093
H 3.657 1.020 -1.671 0.087
H 4.559 0.338 -3.061 0.102
C 5.218 0.390 2.712 0.044
N 4.479 -0.877 2.458 -0.450
O 3.756 -1.287 3.342 0.066
O 4.655 -1.403 1.379 0.056
H 4.967 0.743 3.705 0.093
H 6.278 0.171 2.632 0.098
H 4.907 1.104 1.954 0.096
```

The HOMO energy (spin up / spin down) is -0.3275 / -0.3345 Eh. For the maximum force, the calculation gives 0.0438 hartree/bohr. As for the spin multiplicity: 2. The calculation puts the total energy at -63024.7831 eV.

---

5.
Formula: C13H26GeN2O3SV
Source: OMol25
Level of theory: ωB97M-V with the def2-TZVPD basis set

```
47
Properties=species:S:1:pos:R:3:lowdin_charge:R:1
V 1.244 -0.360 -0.107 0.777
N 4.033 -0.580 0.907 0.022
C 5.353 -0.466 0.684 -0.089
C 5.507 -0.152 -0.647 -0.059
C 4.202 -0.097 -1.154 -0.113
N 3.314 -0.366 -0.203 -0.089
H 3.536 -0.817 1.749 0.159
H 6.062 -0.608 1.480 0.116
H 6.430 0.012 -1.175 0.095
H 3.863 0.115 -2.155 0.118
C -0.265 2.056 -2.233 -0.229
Ge -0.153 2.643 -0.351 0.698
C 0.250 4.559 -0.530 -0.244
C -1.926 2.555 0.483 -0.226
C 1.129 1.646 0.694 -0.408
H -1.293 2.141 -2.597 0.012
H 0.046 1.024 -2.401 -0.008
H 0.360 2.708 -2.848 0.010
H -0.543 5.059 -1.092 0.012
H 1.189 4.712 -1.064 0.009
H 0.331 5.040 0.447 0.010
H -2.729 2.572 -0.258 0.013
H -2.062 3.413 1.144 0.015
H -2.015 1.645 1.075 -0.014
H 0.773 1.755 1.728 -0.032
H 2.086 2.183 0.635 -0.034
O -0.899 -0.408 -0.322 -0.613
S -1.828 -1.630 -0.266 1.028
C -3.385 -0.993 -0.924 -0.296
C -4.452 -1.216 0.145 -0.225
C -3.761 -0.935 1.478 -0.222
C -2.455 -1.722 1.425 -0.299
H -3.588 -1.465 -1.883 0.091
H -3.180 0.068 -1.078 0.092
H -4.809 -2.248 0.117 0.114
H -5.313 -0.570 -0.030 0.117
H -4.367 -1.233 2.334 0.115
H -3.551 0.131 1.574 0.100
H -2.603 -2.780 1.647 0.096
H -1.641 -1.352 2.048 0.101
C 0.952 -4.378 0.311 0.001
C 1.071 -2.898 0.092 -0.744
O 1.208 -2.415 -1.063 -0.087
O 1.045 -2.105 1.089 -0.138
H 1.953 -4.803 0.415 0.087
H 0.477 -4.852 -0.546 0.082
H 0.405 -4.588 1.227 0.078
```

The HOMO energy (spin up / spin down) is -0.2141 / -0.1960 Eh. For the maximum force, the calculation gives 0.0188 hartree/bohr. As for the spin multiplicity: 2. The calculation puts the total energy at -116063.0241 eV.

---

6.
Formula: C13H26N2
Source: OMol25
Level of theory: ωB97M-V with the def2-TZVPD basis set

```
41
Properties=species:S:1:pos:R:3:lowdin_charge:R:1
N -1.056 -1.511 0.842 0.101
C -0.909 -0.978 -0.499 -0.515
C -0.467 0.522 -0.439 -0.087
C 0.729 0.988 0.419 -0.504
N 1.820 0.022 0.484 0.077
C 1.263 2.331 -0.182 -0.154
C 2.297 3.028 0.694 -0.203
C 1.828 3.258 2.144 -0.210
C 1.365 1.964 2.797 -0.204
C 0.342 1.251 1.910 -0.148
C -2.288 -1.010 -1.214 -0.146
C -2.887 -2.407 -1.494 -0.180
C -1.861 -3.229 -2.298 -0.187
C -0.445 -3.216 -1.664 -0.180
C 0.057 -1.794 -1.357 -0.154
H -0.196 -1.343 1.381 0.074
H -1.868 -1.177 1.293 0.065
H -1.341 1.066 -0.123 0.109
H -0.259 0.861 -1.477 0.123
H 2.540 0.395 1.114 0.071
H 2.200 -0.184 -0.457 0.096
H 1.682 2.216 -1.193 0.118
H 0.395 2.991 -0.255 0.117
H 3.225 2.444 0.718 0.104
H 2.538 4.008 0.237 0.114
H 2.658 3.708 2.701 0.108
H 1.055 3.995 2.146 0.099
H 0.892 2.169 3.788 0.122
H 2.251 1.335 2.952 0.106
H -0.582 1.888 1.900 0.132
H 0.074 0.329 2.430 0.097
H -2.215 -0.457 -2.184 0.133
H -3.005 -0.484 -0.592 0.104
H -3.786 -2.278 -2.029 0.085
H -3.105 -2.892 -0.528 0.113
H -2.179 -4.252 -2.276 0.090
H -1.832 -2.922 -3.335 0.104
H 0.270 -3.685 -2.336 0.104
H -0.428 -3.771 -0.767 0.088
H 1.055 -1.889 -0.929 0.096
H 0.171 -1.291 -2.321 0.119
```

The HOMO energy is -0.3143 Eh. For the maximum force, the calculation gives 0.0489 hartree/bohr. As for the SMILES: NC1(CC2(N)CCCCC2)CCCCC1. The calculation puts the total energy at -16883.6911 eV. As for the energy above the lowest of the compared OMol25 structures with the same formula, charge and spin: 0.0 kJ/mol.

---

Which value of maximum force does entry 2 give?
0.0315 hartree/bohr

---

Which of these has the highest maximum force?
C13H26Cl4N2O5

---

What is the formula in the fifth record?
C13H26GeN2O3SV